Density functional theory data (the ωB97M-V functional and the def2-TZVPD basis) for the molecule C5H5FOS at a distorted geometry.

Last columns: bonded neighbours and bond lengths (Å).
Geometry (Å):
1 F -1.552 2.140 -1.417  C2 1.323
2 C -1.062 1.685 -0.275  F1 1.323, C3 1.304, H9 1.084
3 C -0.468 0.525 -0.217  C2 1.304, O4 1.368, C8 1.468
4 O -0.346 -0.306 -1.297  C3 1.368, C5 1.454
5 C -0.062 -1.632 -0.771  O4 1.454, C6 1.511, H10 1.109, H11 1.095
6 C 0.234 -1.472 0.702  C5 1.511, S7 1.838, C8 1.471, H12 1.102
7 S 1.687 -0.440 1.150  C6 1.838, C8 1.768
8 C -0.039 -0.070 1.055  C3 1.468, C6 1.471, S7 1.768, H13 1.094
9 H -1.189 2.369 0.556  C2 1.084
10 H 0.780 -2.021 -1.378  C5 1.109
11 H -0.943 -2.276 -0.847  C5 1.095
12 H 0.002 -2.253 1.444  C6 1.102
13 H -0.529 0.190 1.998  C8 1.094

F_max: 1.252 eV/A
E_HOMO: -8.7 eV
LUMO: 0.796 eV
structure (SMILES): F/C=C1\OC[C@H]2S[C@@H]12
DFT total energy: -20864.43505 eV
total charge: 0